## 1
The following is a DFT calculation (ωB97M-V with the def2-TZVPD basis set) of a cluster of 2 separate species, C3H3N2O3S in total.

```
! wB97M-V def2-TZVPD RIJCOSX def2/J DEFGRID3
* xyz -1 1
C 2.662 -0.547 -0.414
C -0.416 0.491 -0.138
C 1.756 -0.849 0.514
N 3.387 -0.192 -1.270
N -0.249 1.621 -0.516
O -2.106 -1.575 -0.221
O -2.736 0.628 -0.906
O -2.340 0.175 1.534
S -2.118 -0.189 0.137
H 1.500 -0.073 1.121
H 1.586 -1.851 0.807
H -0.927 2.360 -0.649
*
```

Calculated values
LUMO (alpha / beta), hartree: 0.111 / 0.085
E_HOMO (alpha / beta), eV: -5.26 / -4.12

=====

## 2
The following is a DFT calculation (ωB97M-V with the def2-TZVPD basis set) of the ion C3H3N2O3S with charge -1.

```
! wB97M-V def2-TZVPD RIJCOSX def2/J DEFGRID3
* xyz -1 1
C 0.662 -1.243 0.662
C 1.153 -1.519 -0.479
C -1.098 0.407 0.469
N -0.220 -0.260 1.169
N -1.400 0.080 -0.825
O -1.137 1.487 -3.105
O 1.652 -1.821 -1.514
O -2.035 2.593 -1.110
S -2.135 1.488 -2.039
H 1.046 -1.775 1.473
H -1.715 1.171 0.876
H -0.905 -0.743 -1.256
*
```

Calculated values
LUMO, hartree: 0.132
E_HOMO, eV: -4.11

=====

Winner for stability: 2

=====

## 1
The following is a DFT calculation (ωB97M-V with the def2-TZVPD basis set) of a cluster of 2 separate species, C2H3Cl3S in total.

```
! wB97M-V def2-TZVPD RIJCOSX def2/J DEFGRID3
* xyz 0 1
C -1.337 0.414 0.667
C 0.541 -1.026 -1.036
S -1.147 -0.570 -0.908
Cl 1.009 -2.160 -2.197
Cl 1.736 -0.188 -0.196
Cl 3.303 2.138 0.874
H -2.458 0.240 0.843
H -0.869 1.486 0.599
H -0.777 -0.334 1.354
*
```

Calculated values
LUMO (alpha / beta), hartree: -0.112 / -0.112
E_HOMO (alpha / beta), eV: -7.60 / -7.60

=====

## 2
The following is a DFT calculation (ωB97M-V with the def2-TZVPD basis set) of a cluster of 2 separate species, C2H3Cl3S in total.

```
! wB97M-V def2-TZVPD RIJCOSX def2/J DEFGRID3
* xyz 0 1
S 0.423 -1.888 -0.772
C -0.620 -0.893 0.178
C -1.366 0.146 -0.310
Cl -1.262 0.858 -1.817
Cl -2.241 1.088 0.830
H 0.528 -0.912 -1.702
H -0.820 -1.166 1.202
Cl 2.443 1.996 1.204
H 2.916 0.772 1.188
*
```

Calculated values
LUMO, hartree: 0.020
SMILES: SC=C(Cl)Cl.Cl
E_HOMO, eV: -8.64

=====

Winner for stability: 2